Entry 1:
{
  "formula": "C37H58GeN3O6RuS2Se2Si",
  "method": "ωB97M-V/def2-TZVPD",
  "s2": 0.774,
  "multiplicity": 2,
  "e_above_lowest_ev": 1.848,
  "orbital_gap_ev": [5.999, 5.846],
  "max_force_ha_per_bohr": 0.037,
  "total_charge": -2,
  "homo_ha": [-0.0650, -0.0701],
  "total_energy_ev": -275405.6273,
  "symbols": ["Ru", "C", "Si", "C", "N", "C", "C", "C", "C", "C", "C", "C", "C", "C", "C", "C", "C", "C", "C", "C", "C", "C", "H", "H", "H", "H", "H", "H", "H", "H", "H", "H", "H", "H", "H", "H", "H", "H", "H", "H", "H", "H", "H", "H", "H", "H", "O", "C", "C", "C", "O", "C", "Se", "C", "Se", "H", "H", "H", "H", "H", "H", "H", "H", "H", "H", "C", "C", "C", "C", "Ge", "C", "C", "C", "C", "H", "H", "H", "H", "H", "H", "H", "H", "H", "H", "H", "H", "H", "H", "H", "H", "H", "H", "H", "C", "C", "C", "C", "N", "C", "S", "N", "H", "H", "H", "H", "H", "O", "S", "O", "O", "O"],
  "xyz": [[-0.49522, 0.77401, 1.04640], [1.26485, -0.45115, 1.15709], [2.16931, -0.68557, -0.48001], [1.46866, -1.54325, -2.05529], [0.20016, -1.10277, -2.64276], [0.27078, 0.05276, -3.54121], [-0.04385, -0.31191, -5.00089], [0.61071, -1.64500, -5.35195], [0.00764, -2.76995, -4.49149], [-0.58568, -2.17860, -3.19925], [3.84321, 0.17480, -0.77227], [4.65511, -0.14804, -1.86204], [5.84923, 0.51621, -2.11078], [6.27444, 1.52673, -1.25953], [5.48993, 1.86095, -0.16473], [4.29213, 1.19728, 0.06666], [3.02033, -2.41693, 0.16169], [2.18418, -3.52122, 0.39236], [2.65514, -4.76154, 0.79613], [4.01909, -4.95219, 0.99419], [4.87653, -3.88136, 0.79813], [4.37919, -2.64363, 0.39383], [1.81994, 0.21100, 1.82502], [1.06959, -1.39711, 1.65651], [1.36528, -2.59746, -1.79918], [2.27775, -1.50682, -2.80992], [1.27808, 0.46779, -3.49318], [-0.39917, 0.84688, -3.19326], [0.31739, 0.48893, -5.65167], [-1.12528, -0.38422, -5.15964], [1.68320, -1.56271, -5.15068], [0.50413, -1.87185, -6.41684], [0.77647, -3.50660, -4.24511], [-0.77839, -3.29975, -5.04160], [-0.70402, -2.95484, -2.43883], [-1.59386, -1.79621, -3.39622], [4.36526, -0.95244, -2.53012], [6.45080, 0.24111, -2.97098], [7.20247, 2.05362, -1.45271], [5.80067, 2.65456, 0.50548], [3.68284, 1.49885, 0.91111], [1.11056, -3.40261, 0.25267], [1.96045, -5.57946, 0.95770], [4.40183, -5.91939, 1.30135], [5.94319, -4.00659, 0.95747], [5.08446, -1.82942, 0.25973], [-1.27142, -4.67858, 3.69275], [-2.43752, -3.88062, 3.54079], [-2.21372, -2.50470, 2.87604], [-3.62756, -1.88875, 2.90031], [-3.87327, -0.73424, 2.14558], [-1.20872, -1.72155, 3.71417], [-0.92712, 0.19581, 3.35359], [-1.61648, -2.73511, 1.49793], [-1.34385, -1.27494, 0.22454], [-0.55023, -4.09101, 3.94569], [-2.90641, -3.71941, 4.52240], [-3.12631, -4.47130, 2.93156], [-3.87910, -1.72299, 3.96064], [-4.33005, -2.63635, 2.51404], [-3.26661, -0.03845, 2.45389], [-0.22377, -2.19933, 3.64868], [-1.51804, -1.73281, 4.76447], [-2.21441, -3.45245, 0.92846], [-0.63078, -3.18749, 1.63367], [-4.85041, 4.53470, -3.09305], [-3.50757, 3.80930, -3.09354], [-2.57668, 4.24849, -1.96000], [-2.99798, 3.78250, -0.56691], [-2.71327, 1.92671, 0.08478], [-3.57307, 0.71929, -1.24498], [-5.08364, 0.92249, -1.17464], [-5.86254, 0.01720, -2.13257], [-5.65103, 0.37396, -3.60025], [-5.49044, 4.20518, -3.91611], [-4.70650, 5.61473, -3.19154], [-5.39681, 4.36070, -2.16387], [-3.01159, 3.97963, -4.05468], [-3.68666, 2.73488, -3.02241], [-2.53598, 5.34744, -1.96846], [-1.56460, 3.90037, -2.15992], [-4.07716, 3.92894, -0.42752], [-2.49685, 4.39017, 0.18485], [-3.76424, 1.90902, 1.23847], [-3.31892, -0.31110, -1.01332], [-3.18040, 0.93608, -2.24139], [-5.34244, 1.96652, -1.39548], [-5.40988, 0.72692, -0.14976], [-6.93147, 0.07658, -1.89849], [-5.55763, -1.01967, -1.95943], [-5.92730, 1.41554, -3.78739], [-6.25064, -0.25712, -4.26101], [-4.60574, 0.25622, -3.88932], [0.85974, 6.48681, -0.40670], [0.85931, 5.65677, 0.84142], [1.89971, 5.71526, 1.76632], [1.76157, 4.94024, 2.89886], [0.74959, 4.09909, 3.08224], [-0.13616, 4.04247, 2.09190], [-1.40759, 2.80522, 2.24505], [-0.17257, 4.84817, 1.02831], [1.03938, 7.54137, -0.18363], [-0.09583, 6.37300, -0.91445], [1.64764, 6.13282, -1.07441], [2.76203, 6.35068, 1.61233], [2.50357, 4.97718, 3.69212], [2.01722, 3.26273, -1.22732], [1.09190, 2.34800, -0.60663], [-0.32815, 2.66094, -0.85633], [1.25047, 0.93464, -1.12879], [1.28330, 2.24365, 0.88809]],
  "forces_ev_per_angstrom": [[0.621, 0.227, 1.804], [-0.429, -0.009, -0.461], [0.109, -0.439, 0.242], [-0.172, 0.123, -0.103], [0.118, 0.080, -0.036], [-0.065, -0.038, -0.055], [0.046, -0.003, 0.024], [-0.031, -0.005, -0.006], [-0.005, 0.022, 0.017], [-0.020, -0.025, 0.057], [-0.093, 0.278, -0.082], [0.035, -0.050, 0.025], [0.029, -0.023, -0.003], [-0.007, 0.019, 0.010], [0.017, -0.031, -0.009], [0.020, -0.011, 0.086], [-0.028, -0.023, -0.243], [-0.061, 0.030, 0.041], [0.030, -0.007, 0.024], [-0.028, -0.001, 0.008], [0.015, -0.005, 0.025], [0.042, 0.064, 0.030], [0.004, -0.056, 0.075], [0.155, -0.002, 0.060], [-0.040, -0.019, -0.027], [0.071, -0.072, 0.056], [0.001, 0.002, 0.007], [0.015, 0.014, 0.001], [-0.017, 0.001, -0.008], [-0.005, 0.014, -0.011], [0.003, -0.002, -0.004], [0.019, 0.000, 0.000], [-0.003, -0.009, -0.008], [0.004, -0.005, -0.002], [-0.016, 0.011, 0.004], [-0.002, -0.004, -0.008], [-0.035, 0.012, -0.017], [-0.002, 0.004, -0.001], [0.004, -0.006, 0.002], [-0.002, 0.008, -0.005], [-0.025, 0.026, -0.030], [0.017, -0.004, -0.037], [-0.002, 0.001, 0.003], [0.003, 0.002, 0.008], [0.001, 0.003, 0.004], [-0.003, -0.011, -0.041], [-0.002, 0.014, 0.001], [0.142, -0.010, 0.030], [-0.059, 0.043, 0.010], [-0.006, -0.043, 0.002], [-0.050, 0.039, 0.076], [0.309, -0.081, -0.081], [-0.364, -0.089, 0.260], [0.360, -0.070, -0.025], [-0.562, 0.126, -0.370], [0.009, -0.019, 0.003], [-0.015, 0.001, -0.007], [0.007, -0.002, -0.012], [-0.025, 0.011, -0.003], [0.011, -0.026, 0.031], [0.057, -0.032, -0.084], [-0.033, -0.041, 0.023], [0.018, 0.070, 0.008], [-0.056, 0.073, -0.023], [-0.083, -0.131, 0.057], [-0.015, 0.007, -0.006], [-0.036, 0.033, 0.049], [-0.018, -0.101, -0.061], [0.002, 0.069, 0.044], [-0.303, 0.411, -0.077], [0.191, -0.014, -0.226], [0.048, 0.016, -0.037], [0.015, 0.016, -0.013], [0.006, 0.000, -0.019], [0.005, -0.006, -0.006], [-0.001, 0.003, 0.002], [0.005, 0.002, 0.008], [-0.004, 0.000, -0.005], [0.031, -0.002, -0.046], [0.010, 0.004, -0.005], [-0.006, 0.012, 0.013], [0.000, 0.025, 0.025], [-0.008, 0.031, -0.045], [-0.030, -0.295, 0.032], [-0.083, -0.008, 0.021], [0.057, -0.003, 0.020], [-0.022, 0.005, 0.035], [-0.021, 0.002, 0.001], [-0.002, -0.001, -0.002], [-0.022, -0.006, 0.008], [-0.002, 0.000, 0.001], [-0.004, -0.005, 0.006], [0.008, 0.001, 0.004], [0.012, 0.022, -0.032], [0.073, 0.044, 0.020], [-0.017, 0.008, -0.024], [-0.005, -0.006, 0.004], [0.043, 0.017, 0.056], [-0.253, -0.144, -0.204], [0.081, 0.208, -0.171], [-0.038, 0.072, 0.077], [0.012, -0.003, 0.000], [-0.001, -0.003, 0.000], [-0.011, -0.047, 0.003], [0.002, -0.007, -0.005], [-0.012, 0.010, 0.011], [0.024, 0.129, 0.097], [-0.090, -0.392, 0.137], [0.113, -0.123, -0.288], [0.494, 0.149, -0.278], [-0.172, -0.040, -0.435]],
  "mulliken_spin": [0.51, 0.15, -0.08, 0.03, -0.01, 0.00, 0.00, 0.00, 0.00, 0.01, 0.00, 0.00, 0.00, 0.00, 0.00, 0.00, -0.01, 0.01, 0.00, 0.00, 0.00, 0.00, -0.01, 0.02, -0.01, 0.00, 0.00, 0.00, 0.00, 0.00, 0.00, 0.00, 0.00, 0.00, 0.00, 0.00, 0.00, 0.00, 0.00, 0.00, 0.00, 0.02, 0.00, 0.00, 0.00, 0.00, 0.00, 0.00, 0.00, -0.01, 0.00, 0.01, 0.01, 0.03, 0.21, 0.00, 0.00, 0.00, 0.00, 0.00, 0.00, 0.00, 0.00, 0.01, 0.01, 0.00, 0.00, 0.00, 0.00, 0.04, 0.03, 0.00, 0.00, 0.00, 0.00, 0.00, 0.00, 0.00, 0.00, 0.00, 0.00, 0.00, 0.00, 0.01, 0.00, 0.00, 0.00, 0.00, 0.00, 0.00, 0.00, 0.00, 0.00, 0.00, 0.00, 0.00, 0.00, 0.00, 0.01, 0.02, 0.00, 0.00, 0.00, 0.00, 0.00, 0.00, 0.00, 0.00, 0.00, -0.01, 0.01]
}

=====

Entry 2:
{
  "formula": "C11H7NS",
  "method": "ωB97M-V/def2-TZVPD",
  "smiles": "C(#Cc1ccsc1)c1cccnc1",
  "multiplicity": 1,
  "e_above_lowest_ev": 0.546,
  "orbital_gap_ev": 8.666,
  "max_force_ha_per_bohr": 0.055,
  "total_charge": 0,
  "homo_ha": -0.3069,
  "total_energy_ev": -23843.5820,
  "symbols": ["C", "C", "C", "C", "C", "C", "C", "C", "C", "C", "C", "H", "H", "H", "H", "H", "H", "H", "N", "S"],
  "xyz": [[-3.45917, -2.32200, 2.17572], [-2.19189, -1.89326, 1.88738], [-2.17964, -0.97339, 0.83044], [-3.40433, -0.66108, 0.33986], [-1.03427, -0.25250, 0.34993], [-0.00271, 0.33158, 0.01412], [1.26220, 0.77656, -0.49061], [1.33655, 1.71350, -1.50351], [2.64204, 1.99266, -1.98129], [3.76323, 1.34780, -1.45655], [2.46285, 0.22096, 0.02415], [-3.68192, -3.06419, 2.96683], [-1.26703, -2.19555, 2.44260], [-3.66583, -0.07201, -0.57543], [0.49256, 2.23859, -1.93447], [2.69326, 2.64340, -2.84559], [4.76632, 1.62186, -1.88361], [2.41200, -0.44562, 0.86427], [3.69599, 0.52830, -0.41952], [-4.64021, -1.53561, 1.19529]],
  "forces_ev_per_angstrom": [[0.430, -0.347, 0.651], [0.480, -0.947, 1.242], [0.784, 1.695, -0.907], [-1.745, -0.215, -0.821], [2.537, 0.848, -0.445], [-2.185, -1.683, 0.712], [-0.006, -0.337, 0.511], [2.168, 0.321, -0.421], [-1.276, -0.398, -0.252], [0.316, 1.377, -0.759], [0.331, 0.947, -0.585], [-0.191, 0.757, -0.734], [-1.127, 0.215, -0.670], [0.377, -0.476, 1.296], [-0.089, -0.275, 0.175], [0.426, 0.120, 0.145], [-0.977, -0.556, 0.609], [-0.052, -0.294, 0.184], [-0.968, -0.650, 0.295], [0.769, -0.101, -0.223]],
  "nbo_charge": [-0.41, -0.23, -0.19, -0.36, -0.01, 0.07, -0.19, -0.14, -0.25, 0.03, 0.07, 0.25, 0.24, 0.25, 0.23, 0.22, 0.20, 0.20, -0.40, 0.45]
}

=====

Entry 3:
{
  "formula": "C2H2N2O",
  "method": "ωB97M-V/def2-TZVPD",
  "smiles": "N#C/C=N\\O",
  "multiplicity": 1,
  "e_above_lowest_ev": 2.726,
  "orbital_gap_ev": 10.586,
  "max_force_ha_per_bohr": 0.081,
  "total_charge": 0,
  "homo_ha": -0.3949,
  "total_energy_ev": -7131.1179,
  "symbols": ["C", "C", "H", "H", "N", "N", "O"],
  "xyz": [[0.00883, 0.88062, -0.00007], [-1.21517, 0.02727, -0.02627], [2.49849, -0.97735, 0.02129], [-0.27239, 1.97200, 0.26955], [1.24586, 0.54633, -0.06497], [-2.26230, -0.52667, 0.00351], [1.51588, -0.82244, 0.03718]],
  "forces_ev_per_angstrom": [[-1.068, 0.434, 0.655], [-2.103, -1.445, 0.397], [-1.326, 1.009, -0.141], [0.978, -1.807, -1.118], [0.031, -0.342, 0.966], [3.678, 1.892, -0.202], [-0.189, 0.259, -0.555]],
  "nbo_charge": [-0.08, 0.21, 0.49, 0.25, -0.05, -0.27, -0.55]
}